[1]
A cluster of 9 separate species, C52H62BrFN9O in total at a distorted geometry. Source: the OMol25 dataset; level of theory: wB97M-V/def2-TZVPD.

```
! RIJCOSX wB97M-V def2-TZVPD def2/J DEFGRID3
* xyz 0 2
C -1.89926 0.09473 6.20926
C -0.71514 1.05387 6.09783
F -0.08143 1.10513 7.34031
C 0.34552 0.64381 5.08652
C 0.17446 1.28605 3.70264
Br 1.22716 0.14374 2.43776
C -1.25852 1.25016 3.15973
C -1.65712 2.31943 2.11591
C -1.37595 1.88232 0.66181
C -3.18305 2.49301 2.21106
N -1.03591 3.63363 2.42832
O -1.67564 4.23794 3.36758
C 0.43607 3.69081 2.66661
C 0.75564 5.10703 3.18677
C 1.27135 3.50806 1.39360
C 0.83944 2.67173 3.73867
H -2.81176 0.52152 5.79893
H -2.08314 -0.14187 7.25475
H -1.71288 -0.84181 5.68473
H -1.09414 2.05281 5.87331
H 1.30485 0.99059 5.47558
H 0.42997 -0.43949 5.01666
H -1.99304 1.26946 3.95944
H -1.38137 0.28363 2.67360
H -0.44530 2.26550 0.27265
H -2.15978 2.28157 0.01683
H -1.42382 0.80044 0.56420
H -3.66156 1.69407 1.64440
H -3.46103 3.43641 1.74383
H -3.54199 2.50614 3.23480
H 0.70208 5.17612 4.26902
H 1.78639 5.33411 2.91142
H 0.13336 5.84717 2.69590
H 0.93084 4.21741 0.63978
H 2.31381 3.72492 1.60971
H 1.21214 2.51454 0.96575
H 0.69251 3.09235 4.73481
H 1.91185 2.50842 3.62866
N 0.63332 6.73489 0.00910
C -0.31076 6.31838 -0.83206
C -1.21894 7.16569 -1.44824
C -1.14512 8.52127 -1.17375
C -0.16953 8.97066 -0.29878
C 0.69164 8.04019 0.26235
H -0.34012 5.24963 -1.02009
H -1.96351 6.76957 -2.12486
H -1.83633 9.21586 -1.63341
H -0.07577 10.01968 -0.05416
H 1.46918 8.35210 0.95142
N 6.00834 -0.21578 -1.74671
C 5.25034 -1.14430 -1.16129
C 4.26768 -0.85262 -0.22931
C 4.04520 0.47189 0.10707
C 4.82765 1.44818 -0.48795
C 5.79599 1.05221 -1.39909
H 5.43288 -2.16827 -1.46597
H 3.67254 -1.64754 0.20175
H 3.25367 0.73020 0.79792
H 4.68504 2.49623 -0.26117
H 6.42243 1.78711 -1.89298
N 2.41898 0.79530 -4.17629
C 1.16559 0.70911 -4.61561
C 0.42164 -0.46092 -4.59297
C 1.01137 -1.61111 -4.09050
C 2.31792 -1.53854 -3.63417
C 2.97475 -0.31739 -3.69630
H 0.73793 1.62831 -5.00277
H -0.59597 -0.46928 -4.96193
H 0.46262 -2.54561 -4.05088
H 2.81930 -2.40782 -3.22932
H 3.99150 -0.21470 -3.34080
N -1.21838 -4.50363 -3.47154
C -1.26203 -5.73247 -3.98283
C -2.42842 -6.47131 -4.11201
C -3.61584 -5.90253 -3.68383
C -3.58812 -4.62538 -3.14660
C -2.36817 -3.97170 -3.06447
H -0.31097 -6.14131 -4.30592
H -2.41115 -7.46021 -4.54365
H -4.54744 -6.44756 -3.76918
H -4.49158 -4.14390 -2.79700
H -2.30300 -2.97047 -2.64984
N -3.87678 -8.34442 -6.55390
C -5.15313 -8.11668 -6.85549
C -6.05809 -9.11770 -7.17434
C -5.61293 -10.42948 -7.18404
C -4.28684 -10.68378 -6.87486
C -3.46484 -9.61044 -6.56724
H -5.46141 -7.07661 -6.84146
H -7.08441 -8.87227 -7.40985
H -6.28754 -11.23951 -7.42899
H -3.89518 -11.69152 -6.87128
H -2.42079 -9.76955 -6.31825
N 5.61808 -4.58578 -1.06176
C 6.29867 -5.38187 -1.88321
C 7.28065 -6.26385 -1.45872
C 7.57482 -6.32109 -0.10642
C 6.87665 -5.49749 0.76145
C 5.91224 -4.65241 0.23489
H 6.04200 -5.30475 -2.93405
H 7.80087 -6.88728 -2.17266
H 8.33621 -6.99484 0.26475
H 7.07438 -5.50636 1.82437
H 5.34538 -3.99112 0.88172
N 1.95755 6.15293 8.12609
C 2.05829 4.82925 8.02627
C 0.97253 3.96624 8.07240
C -0.29066 4.51129 8.23248
C -0.41462 5.88705 8.33802
C 0.73617 6.65905 8.27857
H 3.06428 4.44298 7.90098
H 1.11313 2.90094 7.98382
H -1.16343 3.87148 8.27351
H -1.38126 6.35534 8.46335
H 0.68035 7.73950 8.35533
N -2.94412 1.29768 -2.73554
C -2.58116 0.06897 -3.09755
C -3.47946 -0.91143 -3.49245
C -4.82937 -0.60039 -3.50928
C -5.22292 0.67368 -3.13321
C -4.24412 1.58172 -2.75756
H -1.51556 -0.13517 -3.06960
H -3.12614 -1.89249 -3.78065
H -5.56228 -1.33756 -3.81116
H -6.26547 0.96060 -3.13073
H -4.51173 2.58954 -2.45829
*
```

The HOMO-LUMO gap (alpha / beta) comes out at 8.88 / 9.52 eV. The value obtained for the molar mass is 928.03 g/mol. Its expectation value of S² is 0.7542. The value obtained for the HOMO energy (alpha / beta) is -8.349 / -9.116 eV.

These are the Mulliken partial charges, in e, on atoms 1 to 99: C -1.60; C 0.81; F -0.43; C -1.70; C 1.77; Br 0.01; C -1.52; C 2.03; C -1.55; C -1.92; N 0.65; O -0.66; C 2.83; C -1.72; C -1.95; C -2.28; H 0.32; H 0.50; H 0.30; H 0.40; H 0.38; H 0.65; H -0.17; H 0.16; H 0.20; H 0.43; H 0.26; H 0.45; H 0.46; H 0.39; H 0.27; H 0.46; H 0.38; H -0.05; H 0.67; H 0.37; H 0.11; H 0.36; N -0.28; C 0.02; C -0.79; C -0.10; C -0.53; C -0.19; H 0.40; H 0.37; H 0.38; H 0.36; H 0.36; N -0.60; C -0.60; C -0.14; C 0.22; C -0.35; C -0.40; H 0.68; H 0.38; H -0.02; H 0.43; H 0.35; N -0.61; C -0.42; C -0.52; C -0.08; C -0.51; C -0.39; H 0.38; H 0.65; H 0.54; H 0.53; H 0.47; N -0.38; C -0.26; C -0.23; C -0.18; C -0.57; C -0.73; H 0.37; H 0.25; H 0.41; H 0.38; H 1.00; N -0.41; C -0.23; C -0.44; C -0.14; C -0.53; C -0.04; H 0.38; H 0.35; H 0.37; H 0.34; H 0.36; N -0.32; C -0.08; C -0.56; C -0.14; C -0.63; C 0.00

=====

[2]
A structure of composition C52H64GaNO5P3. Source: the OMol25 dataset; level of theory: wB97M-V/def2-TZVPD.

```
! RIJCOSX wB97M-V def2-TZVPD def2/J DEFGRID3
* xyz 3 1
Ga 0.61742 -0.95818 0.83610
O -0.18071 2.15628 3.70141
C 0.25191 1.22326 2.89370
O -0.45251 0.51823 2.19785
C 1.72927 1.03161 2.89971
C 2.60704 1.69389 3.74231
C 3.95201 1.36017 3.67288
C 4.35984 0.37686 2.78090
C 3.40463 -0.22668 1.97992
N 2.11928 0.10614 2.03178
C 3.62675 -1.36991 1.03934
O 4.82059 -1.80146 0.74364
O 2.64456 -1.92209 0.57278
H -1.15379 2.19725 3.68877
H 2.24184 2.44004 4.43392
H 4.67235 1.84515 4.31790
H 5.40116 0.08424 2.74475
H 5.54350 -1.29065 1.13669
C -0.79615 -4.53856 1.12180
C -0.28451 -4.19632 2.51586
P 0.07146 -2.42599 2.87655
C 1.44942 -2.53196 4.05732
C 2.63699 -3.09297 3.57113
C 3.71878 -3.29376 4.41170
C 3.63010 -2.93686 5.75277
C 2.44766 -2.41143 6.24862
C 1.35550 -2.21623 5.41091
C -1.42055 -1.80385 3.69932
C -2.65561 -2.32601 3.31480
C -3.83089 -1.83348 3.86605
C -3.78555 -0.82409 4.81437
C -2.55954 -0.29964 5.20670
C -1.38764 -0.77703 4.64472
C 0.25384 -4.31308 0.03143
P 0.18333 -2.70164 -0.82895
C -1.49704 -2.51256 -1.45884
C -1.88146 -2.95253 -2.72531
C -3.19830 -2.81025 -3.13516
C -4.13818 -2.23737 -2.28750
C -3.76198 -1.79262 -1.02700
C -2.44348 -1.92122 -0.61931
C 1.37293 -2.87293 -2.17361
C 2.37990 -1.92937 -2.36394
C 3.30462 -2.08561 -3.38245
C 3.22909 -3.18822 -4.22314
C 2.23406 -4.13747 -4.03780
C 1.31171 -3.98781 -3.01350
H -1.71775 -3.99846 0.89587
H -1.07298 -5.59317 1.12194
H 0.64570 -4.73139 2.71205
H -0.99207 -4.51430 3.28420
H 2.70022 -3.42828 2.54259
H 4.61915 -3.75870 4.03100
H 4.46933 -3.10228 6.41490
H 2.35874 -2.17551 7.30053
H 0.43022 -1.86038 5.83903
H -2.71970 -3.13042 2.59325
H -4.78107 -2.25600 3.56856
H -4.69974 -0.45811 5.26168
H -2.51766 0.46719 5.96993
H -0.44458 -0.35544 4.96911
H 0.16303 -5.07268 -0.74580
H 1.27033 -4.40587 0.42558
H -1.15712 -3.38718 -3.40084
H -3.49295 -3.15118 -4.11853
H -5.16581 -2.13792 -2.61024
H -4.49480 -1.34421 -0.36852
H -2.15553 -1.55351 0.36489
H 2.44118 -1.07060 -1.70872
H 4.08660 -1.35101 -3.52288
H 3.95022 -3.31219 -5.01972
H 2.17804 -5.00109 -4.68630
H 0.54993 -4.74638 -2.88569
O 0.46586 0.52465 -0.35720
P 0.06662 1.60968 -1.42500
C 0.87425 3.15275 -0.90296
C 0.72858 3.44018 0.59939
C 1.33956 4.80119 0.92690
C 0.56619 5.94580 0.24484
C -0.24496 5.44757 -0.95440
C 0.52748 4.40516 -1.75806
C -1.75362 1.64563 -1.54462
C -2.37557 2.73040 -2.44172
C -3.89524 2.56917 -2.42237
C -4.47815 2.84981 -1.02293
C -3.39265 2.81088 0.05315
C -2.45644 1.62404 -0.15830
C 0.90479 1.08575 -2.96990
C 1.44117 2.12859 -3.96892
C 0.44201 2.56990 -5.03407
C -0.15480 1.36570 -5.75775
C -0.80185 0.39189 -4.77624
C 0.18923 -0.05893 -3.70522
H 1.93026 2.90374 -1.07619
H 1.25308 2.65444 1.15016
H -0.32322 3.41956 0.90402
H 2.38143 4.79716 0.59404
H 1.36275 4.95063 2.00752
H 1.26891 6.71252 -0.08243
H -0.10288 6.42806 0.95791
H -0.50381 6.28410 -1.60344
H -1.19287 5.02604 -0.61176
H 1.46219 4.85406 -2.10069
H -0.02055 4.13891 -2.66002
H -1.93979 0.67797 -2.03168
H -2.01080 2.65040 -3.46154
H -2.11348 3.72640 -2.08801
H -4.14053 1.55247 -2.74489
H -4.33739 3.23818 -3.15935
H -5.24429 2.10885 -0.78665
H -4.97545 3.81926 -1.00509
H -3.85133 2.73639 1.04162
H -2.82446 3.74408 0.05298
H -3.05548 0.70809 -0.09332
H -1.73474 1.56502 0.64336
H 1.79231 0.66193 -2.48341
H 2.26873 1.62963 -4.48341
H 1.88511 2.98189 -3.45737
H 0.95061 3.22218 -5.74463
H -0.35607 3.17040 -4.59172
H 0.64297 0.84700 -6.29917
H -0.87904 1.68895 -6.50543
H -1.16246 -0.49129 -5.30708
H -1.68316 0.84857 -4.32046
H 0.96649 -0.65585 -4.19437
H -0.30004 -0.72385 -2.99385
*
```

As for the relative energy (zero: lowest compared OMol25 entry of this formula, charge and spin): 0.0 kJ/mol. The HOMO-LUMO gap comes out at 7.25 eV. The value obtained for the molar mass is 945.73 g/mol. The value obtained for the HOMO energy is -16.068 eV.

These are the Mulliken partial charges, in e, on atoms 1 to 99: Ga 1.59; O -0.53; C 0.64; O -0.16; C -0.71; C -0.63; C -1.53; C -0.87; C 1.06; N 0.49; C 0.43; O -0.44; O -0.57; H 0.59; H 0.76; H 0.53; H 0.44; H 0.33; C -0.42; C -1.53; P 2.46; C 0.69; C -0.60; C -0.84; C -0.80; C -0.95; C -0.74; C 1.27; C -1.21; C -0.95; C -0.81; C -1.11; C -0.96; C -0.88; P 1.28; C 0.97; C -0.81; C -0.76; C -0.99; C -0.89; C -0.12; C 1.59; C 0.25; C -0.82; C -0.72; C -1.08; C -1.07; H 0.05; H 0.54; H 0.81; H 0.84; H 0.36; H 0.54; H 0.47; H 0.50; H 0.65; H 0.29; H 0.53; H 0.47; H 0.56; H 0.41; H 0.80; H 0.29; H 0.44; H 0.52; H 0.47; H 0.54; H 0.43; H -0.21; H 0.53; H 0.48; H 0.48; H 0.40; O -0.88; P -0.42; C 0.29; C 0.55; C -1.04; C -1.18; C -0.52; C -1.14; C 1.75; C -0.35; C -0.91; C -0.80; C -1.24; C 0.96; C 1.13; C -1.45; C -0.55; C -1.19; C -0.39; C -0.24; H 0.88; H -0.63; H 0.11; H 0.41; H 0.45; H 0.37

=====

[3]
A cluster of 6 separate species, C52H67BF4N6O4 in total at a distorted geometry. Source: the OMol25 dataset; level of theory: wB97M-V/def2-TZVPD.

```
! RIJCOSX wB97M-V def2-TZVPD def2/J DEFGRID3
* xyz 0 1
C 6.39669 -1.90219 3.12517
C 5.56691 -1.44694 1.85073
C 5.56330 -2.53102 0.69027
C 6.67161 -2.21008 -0.42552
C 5.92550 -1.68730 -1.72986
C 5.85317 -0.09782 -1.62738
C 4.75042 0.43528 -2.63935
C 4.74004 2.03846 -2.49992
C 3.21231 2.46734 -2.48224
C 3.21709 4.04067 -2.07599
C 2.96369 4.10171 -0.50622
C 1.62723 4.90334 -0.17809
C 0.40951 3.96471 0.15267
C -0.36233 3.42417 -1.12698
C -1.88218 3.85039 -1.18043
C -2.69263 3.36198 0.05064
C -3.08280 4.25590 1.15850
C -3.82922 3.77025 2.32632
C -4.21409 2.36671 2.46301
C -3.82117 1.46321 1.39012
C -3.08978 1.95440 0.20756
C -2.73977 0.89398 -0.89014
O -2.88257 1.11594 -2.06619
C -2.23984 -0.47670 -0.31035
C -1.10257 -1.20974 -0.89359
B -0.28102 -0.66716 -2.17777
O -0.89788 -0.38698 -3.40913
O 1.11891 -0.41355 -2.07479
C -0.71269 -2.46953 -0.22283
F 0.36812 -3.11734 -0.77574
C -1.42297 -2.94187 0.93974
C -0.95037 -4.27090 1.64859
C -0.07227 -3.97114 2.94841
C 1.10116 -2.98182 2.69683
F 1.83803 -3.29008 1.56900
F 0.73721 -1.66214 2.67466
F 2.01003 -3.09807 3.74947
C -2.56881 -2.21593 1.53242
N -3.25697 -2.69933 2.67039
C -2.96566 -0.96300 0.88510
C -4.12632 -0.07033 1.43403
O -5.17418 -0.52545 1.83498
H 7.48821 -1.68129 3.00597
H 6.00476 -1.30939 3.99887
H 6.17687 -2.98058 3.32412
H 5.93257 -0.44129 1.51762
H 4.49960 -1.32152 2.19861
H 5.76250 -3.56334 1.10199
H 4.53023 -2.55129 0.24528
H 7.26959 -1.35270 -0.02194
H 7.32730 -3.09067 -0.63285
H 4.90347 -2.14781 -1.80851
H 6.49381 -1.92081 -2.66788
H 5.47265 0.13579 -0.59379
H 6.82457 0.39777 -1.87211
H 4.96360 0.12275 -3.70028
H 3.74806 0.02155 -2.32901
H 5.31535 2.49860 -3.34174
H 5.23420 2.28813 -1.52687
H 2.68709 1.83176 -1.72491
H 2.72525 2.30391 -3.48440
H 4.23361 4.42240 -2.37306
H 2.43149 4.61846 -2.63037
H 2.92976 3.09296 -0.02535
H 3.81912 4.67250 -0.04154
H 1.84956 5.48153 0.76936
H 1.38798 5.68766 -0.94947
H 0.80538 3.08250 0.72359
H -0.30384 4.50814 0.83917
H -0.23171 2.30140 -1.14287
H 0.19671 3.78815 -2.03911
H -2.31284 3.39308 -2.10587
H -1.97741 4.97067 -1.26409
H -2.78529 5.33176 1.11601
H -4.10426 4.44818 3.16801
H -4.77887 1.93388 3.31571
H -1.67534 -0.97417 -3.50650
H 1.51965 -1.28156 -2.28770
H -0.36212 -4.92928 0.96130
H -1.87698 -4.79711 2.00957
H 0.38906 -4.94503 3.26007
H -0.67617 -3.60785 3.81653
H -3.80885 -1.98031 3.13766
H -2.64607 -3.20371 3.30945
C -4.62917 -6.59259 6.04723
C -5.82003 -5.85923 5.80845
C -5.56095 -4.97840 4.79017
N -4.25791 -5.14807 4.40744
C -3.68452 -6.13446 5.16596
H -4.48239 -7.36914 6.78138
H -6.76102 -5.96609 6.32473
H -6.18839 -4.24680 4.30656
H -3.79404 -4.62925 3.68109
H -2.65631 -6.42256 5.01363
C -6.95181 0.61080 -1.68430
C -7.17027 -0.35707 -0.66892
C -8.41138 -0.89873 -0.88231
N -8.95291 -0.29212 -1.98476
C -8.06711 0.62542 -2.48214
H -6.07461 1.22641 -1.81568
H -6.49184 -0.62476 0.12649
H -8.95558 -1.66001 -0.34681
H -9.85977 -0.49049 -2.36938
H -8.30714 1.20822 -3.35705
C -5.47576 -0.78395 -5.53906
C -5.07172 -1.24555 -6.81924
C -3.72158 -1.02901 -6.92472
N -3.29530 -0.45024 -5.75907
C -4.35836 -0.30282 -4.90746
H -6.47273 -0.80366 -5.12712
H -5.70011 -1.68694 -7.57702
H -3.02960 -1.23437 -7.72568
H -2.34794 -0.17568 -5.55861
H -4.22622 0.13296 -3.92958
C 4.03112 -1.00264 7.52997
C 4.34541 -2.35743 7.24891
C 5.67758 -2.53220 7.52127
N 6.18113 -1.33436 7.95146
C 5.18255 -0.39808 7.96462
H 3.06924 -0.52553 7.42623
H 3.67061 -3.11793 6.88824
H 6.30999 -3.40205 7.44525
H 7.13590 -1.16820 8.21712
H 5.37791 0.61427 8.27971
C 1.99457 6.43386 -6.91743
C 0.96108 6.70253 -5.98379
C 0.65563 5.51926 -5.36257
N 1.46084 4.54590 -5.88666
C 2.28396 5.09619 -6.83187
H 2.47298 7.14141 -7.57623
H 0.49468 7.65559 -5.78930
H -0.06476 5.28509 -4.59475
H 1.44964 3.57697 -5.61845
H 3.00127 4.48955 -7.36082
*
```

The HOMO-LUMO gap comes out at 7.09 eV. The value obtained for the molar mass is 926.95 g/mol. As for the SMILES: CCCCCCCCCCCCCCCc1cccc2c1C(=O)c1c(B(O)O)c(F)c(CCC(F)(F)F)c(N)c1C2=O.c1cc[nH]c1.c1cc[nH]c1.c1cc[nH]c1.c1cc[nH]c1.c1cc[nH]c1. The value obtained for the HOMO energy is -8.066 eV.

These are the Mulliken partial charges, in e, on atoms 1 to 99: C -1.12; C -0.35; C -0.26; C -0.85; C -0.63; C -0.42; C 0.12; C -0.88; C -0.01; C -0.56; C -0.71; C -0.89; C -0.67; C 1.43; C -1.14; C 0.50; C -0.63; C -0.79; C -0.76; C 0.47; C 0.44; C -0.23; O -0.36; C 1.11; C -0.28; B 0.65; O -0.27; O -0.61; C 0.24; F -0.45; C -0.13; C -1.72; C -0.51; C 0.83; F -0.28; F -0.24; F -0.28; C 0.66; N -0.35; C 0.66; C -0.55; O -0.64; H 0.30; H 0.29; H 0.30; H 0.29; H 0.16; H 0.41; H 0.05; H 0.40; H 0.40; H 0.21; H 0.37; H 0.11; H 0.25; H 0.38; H -0.22; H 0.25; H 0.34; H -0.05; H 0.13; H 0.51; H 0.18; H 0.36; H 0.39; H 0.35; H 0.33; H 0.27; H 0.30; H -0.75; H -0.08; H 0.25; H 0.45; H 0.39; H 0.35; H 0.44; H 0.33; H 0.15; H 0.45; H 0.32; H 0.37; H 0.28; H 0.17; H 0.23; C -0.60; C -0.56; C -0.40; N 0.05; C -0.30; H 0.39; H 0.39; H 0.39; H 0.37; H 0.35; C -0.16; C 0.01; C -0.95; N 0.04; C -1.00